*A*
C4H7NO | ωB97M-V with the def2-TZVPD basis set

Last columns: bonded neighbours and bond lengths (Å).
CARTESIAN COORDINATES (ANGSTROEM)
1 C 0.9505 1.3266 -0.2172  C2 1.520, H7 1.094, H8 1.094, H9 1.096
2 C 1.0808 -0.1399 0.1608  C1 1.520, O3 1.427, H10 1.094, H11 1.097
3 O -0.0012 -0.4935 1.0218  C2 1.427, C4 1.399
4 C -1.0669 -1.2055 0.4613  O3 1.399, C5 1.479, H12 1.095, H13 1.099
5 C -1.2324 -1.0104 -0.9958  C4 1.479, N6 1.156
6 N -1.2726 -0.9157 -2.1475  C5 1.156
7 H 0.7229 1.8941 0.6901  C1 1.094
8 H 1.8772 1.7137 -0.6515  C1 1.094
9 H 0.1386 1.4889 -0.9346  C1 1.096
10 H 1.9998 -0.3278 0.7242  C2 1.094
11 H 1.0997 -0.7884 -0.7241  C2 1.097
12 H -1.9802 -0.8926 0.9782  C4 1.095
13 H -0.9480 -2.2879 0.6109  C4 1.099

Orbital gap   11.3 eV
SMILES string   CCOCC#N

---

*B*
C4H7NO | ωB97M-V with the def2-TZVPD basis set

Last columns: bonded neighbours and bond lengths (Å).
CARTESIAN COORDINATES (ANGSTROEM)
1 O 2.2758 0.7836 -0.8849  C2 1.213
2 C 1.2334 0.4381 -0.3708  O1 1.213, C3 1.528, N6 1.377
3 C 0.6939 -0.9856 -0.2387  C2 1.528, C4 1.537, H7 1.095, H8 1.094
4 C -0.6932 -0.8180 0.4021  C3 1.537, C5 1.538, H9 1.093, H10 1.095
5 C -1.0231 0.6643 0.1563  C4 1.538, N6 1.456, H11 1.101, H12 1.094
6 N 0.2989 1.2716 0.2021  C2 1.377, C5 1.456, H13 1.010
7 H 0.6641 -1.4527 -1.2282  C3 1.095
8 H 1.3876 -1.5690 0.3732  C3 1.094
9 H -1.4498 -1.4835 -0.0218  C4 1.093
10 H -0.6400 -1.0047 1.4795  C4 1.095
11 H -1.4726 0.8024 -0.8387  C5 1.101
12 H -1.6997 1.0890 0.9032  C5 1.094
13 H 0.4249 2.2645 0.0667  N6 1.010

Orbital gap   10.5 eV
SMILES string   O=C1CCCN1

---

*C*
C4H7NO | ωB97M-V with the def2-TZVPD basis set

Last columns: bonded neighbours and bond lengths (Å).
CARTESIAN COORDINATES (ANGSTROEM)
1 C -0.8282 -1.3046 0.5880  C5 1.462, H7 1.093, H8 1.091, H9 1.089
2 C -0.4935 1.0373 -1.2073  O3 1.304, H10 1.079, H11 1.083
3 O -0.0977 1.4468 -0.0344  C2 1.304, C4 1.294
4 C 1.0754 1.3464 0.5029  O3 1.294, H12 1.077, H13 1.081
5 C 0.5541 -1.3641 0.1160  C1 1.462, N6 1.157
6 N 1.6222 -1.5383 -0.2919  C5 1.157
7 H -1.0525 -0.3738 1.1146  C1 1.093
8 H -1.5000 -1.3897 -0.2678  C1 1.091
9 H -0.9745 -2.1478 1.2616  C1 1.089
10 H -1.5426 1.1860 -1.4103  C2 1.079
11 H 0.1847 0.4523 -1.8168  C2 1.083
12 H 1.1418 1.6498 1.5345  C4 1.077
13 H 1.9108 0.9996 -0.0891  C4 1.081

Orbital gap (alpha / beta)   8.3 / 8.1 eV

---

Least stable = *C*

---

*A*
C4H7NO | ωB97M-V with the def2-TZVPD basis set

Last columns: bonded neighbours and bond lengths (Å).
CARTESIAN COORDINATES (ANGSTROEM)
1 C -0.9603 -1.1652 -0.6267  C2 1.525, H7 1.095, H8 1.096, H9 1.094
2 C -0.6453 -0.1213 0.4391  C1 1.525, C3 1.535, H10 1.099, H11 1.099
3 C 0.4707 0.8507 0.0321  C2 1.535, O4 1.389, N6 1.477, H12 1.090
4 O 0.6948 1.7056 1.1036  C3 1.389, H13 0.965
5 C 2.2067 -0.8047 0.1075  N6 1.183
6 N 1.7475 0.1972 -0.3216  C3 1.477, C5 1.183
7 H -1.8361 -1.7616 -0.3506  C1 1.095
8 H -1.1720 -0.6871 -1.5900  C1 1.096
9 H -0.1185 -1.8501 -0.7666  C1 1.094
10 H -0.4018 -0.6001 1.3977  C2 1.099
11 H -1.5269 0.5093 0.6191  C2 1.099
12 H 0.1808 1.3694 -0.8817  C3 1.090
13 H 1.3849 2.3264 0.8385  O4 0.965

Orbital gap   11.7 eV

---

*B*
C4H7NO | ωB97M-V with the def2-TZVPD basis set

Last columns: bonded neighbours and bond lengths (Å).
CARTESIAN COORDINATES (ANGSTROEM)
1 C -1.3524 -0.5900 0.5040  C2 1.809, H7 1.067, H8 1.149, H9 1.075
2 C -0.3666 0.1184 -0.8370  C1 1.809, C3 1.565, N6 1.472, H10 1.134
3 C 0.6027 1.2521 -0.3637  C2 1.565, C4 1.536, H11 1.106, H12 1.088
4 C 1.3073 0.1349 0.4200  C3 1.536, O5 1.206, N6 1.347
5 O 2.1500 0.0515 1.2785  C4 1.206
6 N 0.5821 -0.8124 -0.2053  C2 1.472, C4 1.347, H13 1.000
7 H -2.1862 -1.0073 -0.0156  C1 1.067
8 H -1.0307 -1.3775 1.2769  C1 1.149
9 H -1.5287 0.2966 1.0865  C1 1.075
10 H -0.3092 0.0071 -1.9641  C2 1.134
11 H 1.2938 1.6400 -1.1348  C3 1.106
12 H 0.2263 2.0977 0.2079  C3 1.088
13 H 0.6118 -1.8110 -0.2535  N6 1.000

Orbital gap   9.3 eV
SMILES string   C[C@H]1CC(=O)N1

---

Least stable = *B*

---

*A*
C4H7NO | ωB97M-V with the def2-TZVPD basis set

Last columns: bonded neighbours and bond lengths (Å).
CARTESIAN COORDINATES (ANGSTROEM)
1 C 1.5415 0.0209 0.5029  C2 1.524, H7 1.092, H8 1.093, H9 1.094
2 C 0.3671 -0.1179 -0.4584  C1 1.524, C3 1.550, C5 1.538, H10 1.093
3 C -0.8908 -0.9463 -0.0926  C2 1.550, N4 1.462, H11 1.096, H12 1.095
4 N -1.6512 0.3020 -0.1312  C3 1.462, C5 1.368, H13 1.010
5 C -0.5679 1.1003 -0.3774  C2 1.538, N4 1.368, O6 1.205
6 O -0.4217 2.2963 -0.4091  C5 1.205
7 H 2.3545 0.5247 -0.0246  C1 1.092
8 H 1.2626 0.6491 1.3531  C1 1.093
9 H 1.9192 -0.9324 0.8831  C1 1.094
10 H 0.7133 -0.3391 -1.4713  C2 1.093
11 H -0.8796 -1.4404 0.8852  C3 1.096
12 H -1.1770 -1.6647 -0.8673  C3 1.095
13 H -2.5701 0.5475 0.2077  N4 1.010

Orbital gap   10.7 eV
SMILES string   C[C@H]1CNC1=O

---

*B*
C4H7NO | ωB97M-V with the def2-TZVPD basis set

Last columns: bonded neighbours and bond lengths (Å).
CARTESIAN COORDINATES (ANGSTROEM)
1 O -1.8241 0.6632 -0.9342  C2 1.209
2 C -1.3709 -0.2283 -1.6137  O1 1.209, H8 1.106, H9 1.104
3 C 0.8988 1.1924 0.8950  C4 1.333, H10 1.085, H11 1.086
4 C 1.7284 0.1513 0.8298  C3 1.333, C5 1.438, H13 1.086
5 C 1.5825 -0.8573 -0.1850  C4 1.438, N6 1.159
6 N 1.4512 -1.6643 -1.0071  C5 1.159
7 H -2.0532 -0.4459 1.1209  H12 0.746
8 H -1.0105 -0.0431 -2.6423  C2 1.106
9 H -1.2804 -1.2642 -1.2418  C2 1.104
10 H 1.0160 1.9433 1.6694  C3 1.085
11 H 0.0783 1.3188 0.1952  C3 1.086
12 H -1.8433 -0.8533 1.7090  H7 0.746
13 H 2.5425 0.0128 1.5350  C4 1.086

Orbital gap   10.7 eV
SMILES string   C=CC#N.[H][H].C=O

---

Least stable = *B*

---

*A*
C4H7NO | ωB97M-V with the def2-TZVPD basis set

Last columns: bonded neighbours and bond lengths (Å).
CARTESIAN COORDINATES (ANGSTROEM)
1 C -1.9622 -0.4343 0.0875  N2 1.443, C3 1.496, H7 1.089, H8 1.088
2 N -1.6447 0.9596 0.2833  C1 1.443, C3 1.470, H9 1.019
3 C -1.0524 0.2677 -0.8703  C1 1.496, N2 1.470, C4 1.486, H10 1.087
4 C 0.3813 -0.1177 -0.9382  C3 1.486, O6 1.314
5 C 2.3158 -0.1079 0.3536  O6 1.432, H11 1.091, H12 1.092, H13 1.093
6 O 0.8970 0.0630 0.2571  C4 1.314, C5 1.432
7 H -1.5260 -1.1800 0.7499  C1 1.089
8 H -2.9811 -0.6379 -0.2334  C1 1.088
9 H -0.9222 1.0447 0.9966  N2 1.019
10 H -1.4681 0.5522 -1.8333  C3 1.087
11 H 2.6932 -0.4457 -0.6132  C5 1.091
12 H 2.5339 -0.8296 1.1436  C5 1.092
13 H 2.7357 0.8657 0.6168  C5 1.093

Orbital gap   9.5 eV

---

*B*
C4H7NO | ωB97M-V with the def2-TZVPD basis set

Last columns: bonded neighbours and bond lengths (Å).
CARTESIAN COORDINATES (ANGSTROEM)
1 O -0.9678 -1.4034 1.0431  C2 1.395, H7 0.973
2 C -0.9724 -0.4666 0.0100  O1 1.395, C3 1.565, C6 1.548, H8 1.089
3 C -0.6556 1.0180 0.3919  C2 1.565, C4 1.515, H9 1.089, H10 1.099
4 C 0.5962 0.9109 -0.4544  C3 1.515, N5 1.624, C6 1.486, H11 1.071
5 N 1.3347 -0.4309 0.0855  C4 1.624, C6 1.424, H12 1.033
6 C 0.2917 -0.4784 -0.8832  C2 1.548, C4 1.486, N5 1.424, H13 1.080
7 H -0.0692 -1.3742 1.4149  O1 0.973
8 H -1.9003 -0.5924 -0.5463  C2 1.089
9 H -0.4310 1.2183 1.4382  C3 1.089
10 H -1.4399 1.7086 0.0520  C3 1.099
11 H 1.5612 1.3365 -0.2695  C4 1.071
12 H 2.2093 -0.4498 -0.4633  N5 1.033
13 H 0.4431 -0.9967 -1.8189  C6 1.080

Orbital gap   10.4 eV
SMILES string   O[C@H]1C[C@H]2N[C@@H]12

---

*C*
C4H7NO | ωB97M-V with the def2-TZVPD basis set

Last columns: bonded neighbours and bond lengths (Å).
CARTESIAN COORDINATES (ANGSTROEM)
1 C 1.2420 1.1038 -0.7843  C3 1.338, H7 1.061, H8 1.025
2 C 0.5797 -2.0315 0.9324  C4 1.282, H9 1.067, H10 1.067
3 C 0.5186 -0.0213 -0.7576  C1 1.338, C4 1.413, H11 1.119
4 C 0.3392 -0.9444 0.2966  C2 1.282, C3 1.413
5 N -1.1493 1.6810 0.5226  O6 1.286, H12 1.012, H13 1.118
6 O -0.7965 0.6320 1.1766  N5 1.286
7 H 1.4536 1.7488 -1.5993  C1 1.061
8 H 1.6404 1.3380 0.1303  C1 1.025
9 H 0.0540 -2.3284 1.8120  C2 1.067
10 H 1.3163 -2.7662 0.6968  C2 1.067
11 H -0.1143 -0.2845 -1.6422  C3 1.119
12 H -2.0691 1.5354 0.1263  N5 1.012
13 H -0.2891 2.0505 -0.0881  N5 1.118

Orbital gap (alpha / beta)   8.0 / 8.5 eV

---

*D*
C4H7NO | ωB97M-V with the def2-TZVPD basis set

Last columns: bonded neighbours and bond lengths (Å).
CARTESIAN COORDINATES (ANGSTROEM)
1 O -1.5074 1.5766 1.4719  H7 0.964, H12 0.965
2 C -0.3264 -0.0479 -0.9175  C3 1.491, C4 1.515, H8 1.085, H9 1.086
3 C 1.1290 0.2528 -1.0345  C2 1.491, C4 1.511, H10 1.085, H11 1.085
4 C 0.6119 -0.4359 0.2072  C2 1.515, C3 1.511, C5 1.444, H13 1.087
5 C 0.9020 -1.8358 0.4124  C4 1.444, N6 1.158
6 N 1.1158 -2.9630 0.5702  C5 1.158
7 H -2.4400 1.8208 1.4525  O1 0.964
8 H -1.0028 0.7715 -0.6990  C2 1.085
9 H -0.7316 -0.8569 -1.5174  C2 1.086
10 H 1.4513 1.2811 -0.9064  C3 1.085
11 H 1.7277 -0.3379 -1.7199  C3 1.085
12 H -1.5152 0.6161 1.5640  O1 0.965
13 H 0.5856 0.1585 1.1166  C4 1.087

Orbital gap   11.3 eV
SMILES string   N#CC1CC1.O

---

Least stable = *C*